Entry 1:
58
Properties=species:S:1:pos:R:3:forces:R:3:mulliken_charge:R:1 method="wB97M-V/def2-TZVPD" smiles="CCCC[C@@](COC)(OC)[C@@H](CCCCl)NN=C=S.O=[N+]([O-])c1ccccc1" homo_energy_ev=-8.55 lumo_ev=-0.264 energy_ha=-2065.3605 spin_multiplicity=1 largest_force_ev_per_a=2.85 gap_ev=8.3
C 2.2746 4.4215 3.7109 -0.72 -0.80 -0.67 -1.367
C 2.3659 3.7686 2.2726 0.04 0.75 1.56 -0.020
C 1.4103 4.5669 1.3579 -0.35 -0.38 -0.28 -0.791
C 1.0827 3.9753 -0.0480 -0.33 0.44 0.73 -1.446
C 0.7014 2.4635 -0.1224 -0.57 -0.08 -1.06 1.489
C 0.2834 2.2560 -1.6442 0.35 0.17 -0.51 -0.954
O 0.7280 1.0191 -2.1830 -0.52 0.21 0.13 -0.282
C -0.2228 0.4204 -3.0477 0.45 -0.81 -0.13 -0.696
O 1.7421 1.5507 0.2071 0.17 0.92 0.10 -0.457
C 3.0069 1.8570 -0.3523 0.86 -0.85 -0.85 -0.776
C -0.4764 2.0980 0.8783 1.24 1.31 0.09 -0.983
C -1.8138 2.8528 0.5916 -0.59 -0.71 0.26 -0.888
C -2.9295 2.0845 -0.1933 -0.84 0.39 0.14 -0.568
C -4.1087 1.6460 0.7390 0.51 1.06 -0.24 -0.830
Cl -3.6903 0.3491 1.9118 -0.33 0.26 -0.37 -0.167
N -0.5943 0.6784 1.1609 -0.18 1.10 0.22 -0.031
N -0.6797 -0.1384 0.0063 0.66 0.41 0.98 -0.286
C -1.1061 -1.2454 0.1913 -2.22 -1.44 -1.07 0.393
S -2.1155 -2.4791 0.1833 1.12 0.44 0.18 -0.326
H 2.2443 5.5205 3.6136 0.28 -0.45 0.35 0.329
H 3.0500 4.0458 4.3990 -0.14 0.45 -0.37 0.392
H 1.3029 4.0786 4.1316 0.49 0.47 -0.08 0.313
H 3.4283 3.8222 1.9686 -0.62 -0.14 -0.23 0.190
H 2.0662 2.7139 2.4268 0.27 0.49 -0.59 0.238
H 1.8099 5.5918 1.2095 -0.14 -0.52 0.12 0.481
H 0.4444 4.7039 1.8973 0.57 -0.10 -0.17 0.248
H 0.1863 4.5231 -0.4184 0.57 -0.27 0.10 0.528
H 1.8879 4.2645 -0.7496 -0.31 -0.59 0.24 0.536
H 0.7510 3.0662 -2.2569 -0.30 -0.35 0.40 0.490
H -0.8089 2.3426 -1.8053 0.41 0.11 0.39 0.326
H 0.0986 -0.6356 -3.1701 -0.21 0.58 0.06 0.230
H -1.2355 0.4064 -2.5995 0.38 0.16 -0.28 0.272
H -0.2197 0.8749 -4.0605 -0.18 0.02 0.53 0.268
H 3.7096 2.3635 0.3352 -0.62 -0.03 -0.10 0.207
H 3.4791 0.8878 -0.6240 -0.32 0.51 0.21 0.349
H 2.9564 2.4264 -1.3031 -0.16 -0.22 0.57 0.303
H -0.1220 2.5234 1.8452 -0.21 -0.43 -0.48 0.611
H -1.6706 3.8329 0.0997 0.35 -0.60 0.22 0.185
H -2.2531 3.0959 1.5844 0.28 -0.13 -0.54 0.656
H -3.4102 2.8282 -0.8716 0.26 -0.48 0.29 0.417
H -2.5771 1.2735 -0.8516 -0.04 0.20 0.53 0.143
H -5.0211 1.3920 0.1772 0.53 -0.29 0.23 0.423
H -4.3467 2.5442 1.3448 -0.01 -0.62 -0.21 0.372
H 0.1564 0.3635 1.7651 0.05 0.03 -0.37 0.512
O -2.0990 -9.5655 -0.6124 0.21 0.06 -0.09 -0.600
N -0.9886 -9.3774 -1.0751 -0.12 -0.28 -0.02 0.996
O -0.2923 -10.2431 -1.5738 -0.12 0.18 0.08 -0.602
C -0.4498 -8.0119 -1.0243 0.15 0.41 0.03 0.086
C -1.1979 -7.0069 -0.4314 -0.16 0.05 0.10 -0.544
C -0.6762 -5.7234 -0.3644 0.06 -0.09 -0.01 0.004
C 0.5800 -5.4561 -0.8916 0.02 0.02 -0.01 -0.337
C 1.3166 -6.4691 -1.4924 -0.14 0.06 0.08 -0.402
C 0.8020 -7.7550 -1.5601 0.22 -0.10 -0.12 -0.376
H -2.1769 -7.2087 -0.0189 0.07 -0.17 -0.06 0.434
H -1.2463 -4.9285 0.1014 0.10 -0.18 -0.07 0.089
H 0.9871 -4.4533 -0.8331 -0.04 -0.03 -0.01 0.414
H 2.2946 -6.2566 -1.9050 -0.03 -0.05 0.00 0.371
H 1.3818 -8.5396 -2.0264 -0.16 -0.08 0.07 0.432

Entry 2:
25
Properties=species:S:1:pos:R:3:forces:R:3:mulliken_charge:R:1 method="wB97M-V/def2-TZVPD" smiles=CC[N@@+]12CCN[C@@H]1OCC2 homo_energy_ev=-14.02 lumo_ev=-2.541 total_charge=+1 energy_ha=-460.1508 spin_multiplicity=1 largest_force_ev_per_a=7.67 gap_ev=11.5
C 0.3973 -0.8934 -2.2661 -0.53 0.52 2.25 -1.085
C 0.1352 0.3488 -1.4039 -0.24 2.05 -0.86 -0.726
N -0.0503 0.0573 0.1244 0.20 1.37 -3.29 0.543
C 1.2045 -0.5536 0.5407 1.14 -1.77 1.13 -0.875
C 1.4131 0.0473 1.9378 1.75 -0.69 -0.32 -0.617
N 0.9953 1.4262 1.6699 -0.33 -0.41 3.80 -0.293
C -0.1715 1.2919 0.9227 -0.65 6.98 -3.12 -0.285
O -1.3996 1.3777 1.5738 0.02 -1.55 -0.50 -0.356
C -2.2675 0.4940 0.8411 2.15 -0.81 -1.41 -0.495
C -1.2542 -0.6862 0.4531 -1.98 -0.54 -0.90 -0.416
H 0.5529 -0.5489 -3.2587 0.20 0.01 -0.86 0.410
H 1.2588 -1.3914 -1.8432 0.36 -0.28 -0.50 0.341
H -0.4430 -1.5723 -2.1904 -0.16 -0.19 -0.43 0.313
H -0.6413 1.0590 -1.8768 0.44 -1.49 1.34 0.392
H 1.0129 1.0204 -1.3958 -0.19 -0.47 -0.01 0.496
H 2.0486 -0.2893 -0.0817 -0.14 0.72 -0.26 0.472
H 1.1274 -1.6376 0.3449 -0.09 0.31 0.95 0.496
H 0.9229 -0.4570 2.7556 -0.76 -0.23 0.12 0.327
H 2.4686 0.0613 2.2397 -0.16 -0.17 -0.38 0.396
H 0.7425 1.7949 2.6511 0.48 0.05 -2.18 0.362
H -0.1588 2.3599 0.1290 -0.20 -3.32 1.74 0.283
H -2.6488 0.8985 -0.1304 0.34 0.19 0.85 0.299
H -3.0739 0.2163 1.4512 -0.97 -0.49 0.83 0.443
H -0.8689 -1.2982 1.2807 -1.30 -0.33 -0.11 0.397
H -1.6126 -1.2399 -0.5034 0.64 0.53 2.11 0.180

Entry 3:
87
Properties=species:S:1:pos:R:3:forces:R:3:mulliken_charge:R:1 method="wB97M-V/def2-TZVPD" smiles="CCP(C)N1C(=O)c2ccc(N)cc2C1=O.CN(C)P(=O)(N(C)C)N(C)C.CN(C)P(=O)(N(C)C)N(C)C" homo_energy_ev=-7.50 lumo_ev=-0.059 energy_ha=-2668.6867 spin_multiplicity=1 largest_force_ev_per_a=6.92 gap_ev=7.4
C 9.8621 5.7136 1.0510 0.01 -0.48 -0.40 -1.027
C 9.9069 4.5187 0.0526 -0.01 0.25 -0.12 -0.514
P 8.8029 3.1669 0.6726 0.08 0.23 1.56 0.224
C 9.9340 1.7453 0.9623 -0.05 -0.02 -0.88 -1.190
N 7.6730 2.7158 -0.6366 1.53 -0.64 -1.09 0.001
C 6.9752 3.8805 -1.1113 -0.87 -0.25 1.03 -0.229
O 7.3016 4.5405 -2.0473 0.32 0.46 -0.06 -0.516
C 5.7667 3.9924 -0.2167 0.36 -0.25 -0.52 0.545
C 4.9178 5.0455 0.0455 -0.04 -0.24 -0.02 -0.661
C 3.8512 4.7970 0.9057 -0.28 0.45 0.01 -0.366
C 3.6457 3.5484 1.4678 -0.07 -1.30 0.51 0.327
N 2.5231 3.2569 2.3278 0.58 0.39 -0.16 -0.635
C 4.5313 2.4905 1.2133 0.18 0.33 -0.65 -0.556
C 5.5873 2.7433 0.3659 -0.35 -0.45 -0.18 0.536
C 6.6929 1.8227 -0.0952 -0.62 1.58 0.48 -0.156
O 6.7843 0.6397 -0.0225 0.18 -0.43 0.22 -0.529
H 10.8695 6.0818 1.2433 -0.04 0.00 0.05 0.318
H 9.2819 6.5412 0.6446 -0.15 -0.05 0.17 0.255
H 9.4224 5.3563 1.9826 0.01 0.37 0.12 0.359
H 10.9483 4.1986 -0.0122 -0.16 -0.37 -0.24 0.402
H 9.5740 4.8282 -0.9392 0.14 -0.06 -0.03 0.357
H 9.4381 0.9553 1.5228 -0.12 0.05 -0.09 0.355
H 10.7620 2.1186 1.5692 -0.08 0.12 -0.02 0.394
H 10.3310 1.3421 0.0271 0.06 -0.07 0.10 0.319
H 5.0910 6.0123 -0.4080 -0.14 0.02 0.02 0.518
H 3.1303 5.5739 1.1318 0.05 0.01 0.01 0.451
H 2.3509 2.2592 2.2577 -0.28 0.03 0.01 0.263
H 2.8422 3.4006 3.2823 -0.33 0.21 0.07 0.294
H 4.3893 1.5046 1.6386 -0.05 0.05 0.06 0.435
C -1.6003 3.0588 -2.0080 -0.04 -0.10 -0.47 -0.985
N -0.5072 2.4205 -1.3155 -0.43 0.08 0.52 0.182
C 0.5273 3.3646 -0.9385 0.51 -0.28 -0.05 -1.033
P -0.1173 0.7577 -1.0361 -6.64 1.54 -1.21 0.732
O -0.0465 0.8109 0.4727 3.80 -0.86 -0.89 -0.782
N -1.4056 -0.3932 -1.1381 -0.49 -0.26 0.23 0.114
C -2.7473 -0.1545 -1.6567 0.01 0.13 -0.45 -0.755
C -1.4829 -1.3273 -0.0130 0.17 0.10 0.32 -1.057
N 0.3721 0.4148 -2.6808 3.57 -1.20 1.70 0.127
C 1.8227 0.4220 -2.8839 -0.01 0.13 0.11 -1.045
C -0.3124 0.7698 -3.8947 -0.51 0.44 0.00 -1.047
H -1.2845 3.4861 -2.9719 -0.06 0.04 0.00 0.348
H -2.0074 3.8808 -1.4076 0.10 -0.01 0.07 0.308
H -2.4351 2.3926 -2.2067 0.15 -0.10 -0.03 0.283
H 1.2348 3.5217 -1.7678 0.01 0.23 0.04 0.276
H 1.0991 3.0090 -0.0795 -0.08 -0.05 0.01 0.182
H 0.1146 4.3351 -0.6537 -0.17 -0.06 -0.05 0.408
H -3.1572 0.8151 -1.3593 -0.04 -0.04 -0.04 0.230
H -3.4452 -0.9031 -1.2804 0.20 -0.10 0.16 0.246
H -2.7924 -0.2684 -2.7433 -0.01 0.26 -0.05 0.225
H -2.0392 -0.9055 0.8336 0.06 -0.08 0.07 0.280
H -0.4933 -1.6087 0.3406 -0.01 0.09 0.02 0.347
H -1.9767 -2.2491 -0.3263 -0.10 0.12 -0.18 0.467
H 2.2119 1.4400 -3.0363 0.08 -0.06 -0.11 0.318
H 2.1000 -0.1852 -3.7493 -0.07 0.01 -0.01 0.338
H 2.3352 -0.0039 -2.0161 -0.03 0.01 -0.02 0.337
H 0.0864 1.6927 -4.3402 0.01 0.02 0.09 0.341
H -1.3833 0.9032 -3.7793 -0.01 0.00 0.21 0.313
H -0.1770 -0.0381 -4.6205 0.09 -0.02 0.06 0.322
C -5.2860 -4.4437 3.1279 -0.37 -0.25 0.20 -1.010
N -5.5955 -3.6670 1.9508 0.57 -0.07 -0.05 0.224
C -5.5489 -2.2392 2.2166 -0.25 0.14 -0.36 -1.071
P -6.1886 -4.1139 0.3884 3.29 -4.81 3.72 0.719
O -5.0715 -3.5204 -0.4336 -3.00 2.25 -1.24 -0.698
N -5.9542 -5.7564 -0.1140 0.35 -0.46 -0.23 0.112
C -5.5163 -6.8655 0.7231 -0.31 -0.04 0.37 -1.030
C -5.3912 -5.9073 -1.4585 0.17 0.31 -0.06 -1.099
N -7.8203 -4.4670 0.9114 -1.11 2.76 -2.84 0.095
C -8.7768 -3.3902 0.6462 0.13 0.09 0.04 -1.040
C -8.2311 -5.2408 2.0524 0.43 -0.19 0.47 -1.024
H -6.0362 -4.3069 3.9212 0.04 -0.03 0.05 0.335
H -4.3176 -4.1418 3.5429 -0.01 0.10 -0.08 0.316
H -5.2087 -5.5100 2.9357 -0.14 0.06 -0.10 0.271
H -6.5016 -1.8729 2.6274 0.09 0.08 0.12 0.232
H -5.3380 -1.6760 1.3054 -0.01 -0.07 -0.03 0.267
H -4.7560 -1.9947 2.9269 0.02 -0.13 0.02 0.376
H -4.7250 -6.5895 1.4251 -0.01 -0.08 0.00 0.280
H -5.1062 -7.6704 0.1135 0.00 0.17 -0.22 0.440
H -6.3505 -7.3306 1.2557 0.06 0.11 0.24 0.274
H -4.2966 -5.8390 -1.4595 -0.01 0.03 -0.10 0.332
H -5.7756 -5.1489 -2.1364 0.05 0.03 0.04 0.333
H -5.6805 -6.8754 -1.8722 -0.06 -0.06 0.18 0.436
H -8.7507 -2.6153 1.4270 -0.14 0.00 -0.01 0.314
H -9.7961 -3.7791 0.5815 0.03 -0.05 0.04 0.333
H -8.5566 -2.9069 -0.3102 0.00 -0.02 0.03 0.332
H -8.4646 -4.6070 2.9199 0.07 0.05 -0.03 0.337
H -7.5027 -5.9769 2.3771 0.17 0.07 -0.12 0.298
H -9.1370 -5.7960 1.7897 -0.01 0.08 -0.07 0.321